Entry one
C3H3NOS2 | wB97M-V/def2-TZVPD

- Frontier orbital gap: 8.3 eV
- Charge: 0

Positions of all 10 atoms, in Å:
S1 -1.264 -1.299 2.603
C1 -0.251 -0.948 1.366
C2 -0.524 0.296 0.548
O1 0.694 1.047 0.356
N1 1.279 1.154 -0.949
C3 0.706 0.301 -1.645
S2 -0.823 -0.385 -1.172
H1 0.553 -1.700 0.970
H2 -1.243 1.069 0.874
H3 0.872 0.466 -2.949

---

Entry two
C3H3NOS2 | wB97M-V/def2-TZVPD

- Frontier orbital gap: 8.2 eV
- Charge: 0

Positions of all 10 atoms, in Å:
C1 1.765 -0.332 -0.404
C2 0.516 -0.576 0.198
C3 -0.384 -1.556 0.101
N1 -1.596 1.143 0.037
O1 -1.091 -2.466 0.176
S1 2.635 1.061 -0.462
S2 -0.498 0.371 1.228
H1 2.141 -1.057 -0.957
H2 -1.010 1.918 -0.194
H3 -2.478 1.494 0.276

---

Least stable = entry one

---

Entry one
C19H61N17O10 | wB97M-V/def2-TZVPD

- Frontier orbital gap: 9.3 eV
- Charge: 0

Positions of all 107 atoms, in Å:
C1 -7.174 0.104 0.867
O1 -6.048 -0.277 0.111
C2 -6.254 -0.207 -1.282
C3 -5.033 -0.744 -1.986
C4 -3.828 0.145 -1.778
N1 -5.304 -0.905 -3.432
H1 -6.804 0.407 1.842
H2 -7.901 -0.709 0.964
H3 -7.684 0.945 0.383
H4 -7.144 -0.802 -1.532
H5 -6.432 0.829 -1.609
H6 -4.801 -1.732 -1.578
H7 -2.884 -0.346 -2.029
H8 -3.710 0.351 -0.706
H9 -3.863 1.109 -2.288
H10 -6.269 -0.742 -3.694
H11 -4.749 -0.223 -3.934
C5 -0.068 2.882 -2.670
O2 0.388 2.276 -3.852
C6 0.837 0.949 -3.668
C7 -0.337 -0.025 -3.566
C8 0.117 -1.428 -3.238
N2 -1.123 -0.049 -4.802
H12 -1.133 2.682 -2.500
H13 0.032 3.968 -2.698
H14 0.466 2.549 -1.772
H15 1.457 0.701 -4.533
H16 1.466 0.853 -2.773
H17 -1.016 0.344 -2.794
H18 0.883 -1.465 -2.462
H19 0.430 -2.030 -4.096
H20 -0.731 -2.021 -2.875
H21 -0.610 -0.532 -5.534
H22 -1.262 0.887 -5.170
C9 -2.248 -4.439 -1.965
O3 -0.904 -4.246 -1.598
C10 -0.016 -5.177 -2.159
C11 1.411 -4.670 -2.111
C12 2.474 -5.736 -2.309
N3 1.720 -3.952 -0.866
H23 -2.387 -4.360 -3.050
H24 -2.798 -3.594 -1.548
H25 -2.663 -5.383 -1.602
H26 -0.069 -6.170 -1.673
H27 -0.311 -5.417 -3.193
H28 1.638 -3.965 -2.920
H29 2.455 -6.474 -1.490
H30 3.477 -5.323 -2.324
H31 2.265 -6.376 -3.172
H32 1.770 -4.604 -0.083
H33 0.921 -3.385 -0.595
N4 2.848 4.405 3.104
C13 1.626 4.063 3.582
N5 0.838 5.104 4.015
O4 1.220 2.902 3.590
H34 3.061 5.380 3.000
H35 3.488 3.694 2.786
H36 1.293 5.900 4.423
H37 -0.075 4.811 4.318
N6 4.853 -1.156 2.565
C14 3.578 -1.370 2.095
N7 2.768 -2.108 2.905
O5 3.201 -0.997 0.991
H38 5.486 -0.649 1.976
H39 4.974 -1.223 3.559
H40 3.073 -2.441 3.800
H41 1.858 -2.353 2.531
N8 -1.798 -2.138 2.589
C15 -0.998 -2.921 1.820
N9 -1.571 -4.038 1.298
O6 0.195 -2.658 1.649
H42 -1.408 -1.313 3.007
H43 -2.795 -2.253 2.591
H44 -1.026 -4.582 0.652
H45 -2.390 -4.408 1.743
N10 6.043 1.184 5.270
C16 4.666 1.346 5.327
N11 4.074 1.638 4.137
O7 4.054 1.283 6.385
H46 6.447 0.966 4.379
H47 6.493 0.984 6.143
H48 4.540 1.528 3.252
H49 3.103 1.906 4.191
N12 -2.380 4.287 -0.292
C17 -1.859 5.181 0.599
N13 -0.964 4.613 1.463
O8 -2.146 6.371 0.623
H50 -3.010 4.543 -1.026
H51 -2.091 3.323 -0.219
H52 -0.462 5.266 2.033
H53 -0.799 3.614 1.403
N14 -0.327 -0.189 -0.148
C18 -0.126 0.863 0.706
N15 0.876 0.721 1.591
O9 -0.835 1.875 0.637
H54 0.156 -1.065 -0.038
H55 -1.124 -0.093 -0.749
H56 0.954 1.443 2.293
H57 1.488 -0.078 1.518
N16 2.944 2.235 -0.256
C19 4.006 2.860 0.326
N17 4.421 4.010 -0.276
O10 4.568 2.384 1.314
H58 2.741 1.315 0.101
H59 2.349 2.742 -0.885
H60 4.010 4.353 -1.123
H61 5.246 4.463 0.071

---

Entry two
C19H61N17O10 | wB97M-V/def2-TZVPD

- Frontier orbital gap: 9.1 eV
- Charge: 0

Positions of all 107 atoms, in Å:
C1 -3.205 8.895 -5.824
O1 -3.089 7.769 -4.999
C2 -2.426 7.854 -3.751
C3 -2.150 6.574 -2.906
C4 -3.367 5.877 -2.455
N1 -1.202 6.861 -1.884
H1 -3.718 9.708 -5.309
H2 -3.637 8.669 -6.799
H3 -2.175 9.244 -5.887
H4 -1.418 8.123 -4.067
H5 -2.716 8.738 -3.184
H6 -1.709 5.889 -3.630
H7 -3.185 5.237 -1.592
H8 -3.740 5.160 -3.187
H9 -4.200 6.544 -2.233
H10 -0.973 5.928 -1.571
H11 -0.287 7.224 -2.111
C5 -4.588 -6.418 -1.148
O2 -5.479 -7.075 -0.246
C6 -6.274 -6.162 0.524
C7 -5.568 -5.102 1.440
C8 -4.209 -5.553 2.161
N2 -6.463 -4.770 2.573
H12 -3.851 -5.704 -0.782
H13 -5.056 -5.987 -2.034
H14 -3.981 -7.298 -1.362
H15 -7.063 -5.748 -0.103
H16 -6.837 -6.843 1.161
H17 -5.322 -4.150 0.970
H18 -3.429 -6.065 1.598
H19 -4.484 -6.279 2.926
H20 -3.645 -4.801 2.713
H21 -7.116 -5.512 2.775
H22 -5.771 -4.668 3.302
C9 2.810 3.827 3.055
O3 2.863 3.855 1.667
C10 4.076 4.327 1.076
C11 5.203 3.314 1.029
C12 6.455 3.912 0.468
N3 4.875 2.148 0.137
H23 3.241 4.715 3.517
H24 3.640 3.151 3.259
H25 1.856 3.527 3.488
H26 3.938 4.606 0.032
H27 4.322 5.254 1.595
H28 5.516 2.837 1.958
H29 7.321 3.321 0.767
H30 6.618 4.864 0.973
H31 6.417 4.002 -0.617
H32 4.322 1.637 0.810
H33 5.690 1.552 0.109
N4 0.319 0.175 -0.004
C13 0.339 -0.986 0.537
N5 -0.790 -1.577 0.307
O4 1.175 -1.337 1.325
H34 0.964 0.898 0.282
H35 -0.197 0.278 -0.867
H36 -1.390 -1.182 -0.403
H37 -0.919 -2.535 0.599
N6 4.605 2.483 -4.539
C14 3.347 2.757 -4.872
N7 2.517 2.489 -3.917
O5 2.995 3.314 -5.911
H38 4.589 2.327 -3.541
H39 5.457 2.745 -5.014
H40 1.552 2.704 -4.123
H41 2.872 1.887 -3.187
N8 -6.778 0.673 1.536
C15 -5.616 0.673 1.227
N9 -4.798 0.815 2.257
O6 -5.259 0.818 0.058
H42 -6.997 0.614 2.520
H43 -7.446 1.052 0.880
H44 -3.854 0.691 1.921
H45 -4.973 0.611 3.230
N10 5.673 -2.964 1.642
C16 6.361 -2.387 2.628
N11 7.654 -2.734 2.624
O7 5.888 -1.429 3.224
H46 6.077 -3.790 1.226
H47 4.714 -2.675 1.513
H48 7.875 -3.689 2.380
H49 8.150 -2.344 3.413
N12 1.733 -9.000 0.427
C17 1.806 -7.681 0.466
N13 2.748 -7.396 1.286
O8 1.042 -6.796 0.074
H50 2.607 -9.483 0.575
H51 1.022 -9.354 -0.197
H52 2.819 -6.435 1.586
H53 3.145 -8.210 1.734
N14 2.917 -2.299 6.304
C18 3.042 -1.407 7.236
N15 3.117 -0.208 6.771
O9 3.012 -1.594 8.442
H54 3.084 -2.010 5.351
H55 2.776 -3.255 6.598
H56 3.645 -0.336 5.920
H57 3.302 0.530 7.435
N16 -3.513 -1.458 -3.845
C19 -2.586 -0.887 -4.516
N17 -2.490 -1.410 -5.679
O10 -1.893 0.034 -4.123
H58 -3.806 -0.946 -3.025
H59 -4.075 -2.248 -4.128
H60 -1.613 -1.186 -6.127
H61 -2.775 -2.349 -5.916

---

Least stable = entry two

---

Entry one
C5H9N3O3 | wB97M-V/def2-TZVPD

- Frontier orbital gap: 9.0 eV
- Charge: 0

Positions of all 20 atoms, in Å:
C1 2.223 -0.990 -1.543
C2 1.416 -0.282 -0.397
O1 2.158 0.239 0.600
C3 0.065 -0.149 -0.452
C4 -0.648 -0.505 -1.683
O2 -0.166 -1.050 -2.631
O3 -1.886 -0.040 -1.711
C5 -0.714 0.428 0.790
N1 -0.332 -0.142 2.017
N2 -1.777 1.098 0.673
N3 -2.587 1.546 1.710
H1 1.585 -1.014 -2.412
H2 2.660 -1.857 -1.022
H3 2.992 -0.312 -1.918
H4 3.063 0.062 0.217
H5 -2.173 0.610 -0.961
H6 0.436 -0.888 2.162
H7 -0.230 0.587 2.672
H8 -3.588 1.624 1.296
H9 -2.496 1.036 2.592

---

Entry two
C5H9N3O3 | wB97M-V/def2-TZVPD

- Frontier orbital gap (alpha / beta): 7.3 / 7.3 eV
- Charge: 0

Positions of all 20 atoms, in Å:
C1 1.167 1.487 0.706
C2 0.520 0.363 0.348
C3 -0.833 0.256 2.236
C4 -1.476 -1.022 0.256
C5 1.857 -0.729 -1.271
N1 1.062 2.007 1.907
N2 -0.546 -0.151 0.988
N3 1.672 3.145 2.257
O1 2.503 3.649 1.521
O2 1.255 3.589 3.293
O3 0.660 -0.046 -0.973
H1 1.558 2.183 -0.099
H2 -0.212 0.867 2.704
H3 -1.702 -0.262 2.649
H4 -1.381 -2.136 0.637
H5 -2.508 -0.744 0.594
H6 -1.164 -0.894 -0.803
H7 2.610 -0.556 -0.488
H8 2.245 -0.459 -2.270
H9 1.665 -1.859 -1.301

---

Least stable = entry two